Entry 1:
This record from OMol25 describes C24H25BN9O4PtS as an isolated structure in a non-equilibrium geometry. The level of theory is ωB97M-V with the def2-TZVPD basis set.

Positions of all 65 atoms, in Å:
Pt: 0.14 0.16 -0.99
C: 2.51 -2.21 1.65
C: 2.03 -0.95 1.34
N: 0.88 -1.06 0.67
N: 0.61 -2.37 0.51
C: 1.59 -3.09 1.10
B: -0.59 -2.91 -0.33
N: -1.82 -1.98 -0.17
C: -3.12 -2.29 -0.02
C: -3.88 -1.13 -0.19
C: -2.96 -0.13 -0.46
N: -1.73 -0.66 -0.44
N: -0.20 -2.83 -1.81
C: -0.45 -3.66 -2.84
C: -0.03 -3.05 -4.00
C: 0.46 -1.81 -3.60
N: 0.36 -1.69 -2.28
N: -0.91 -4.30 0.16
C: -0.40 -5.51 -0.20
C: -0.90 -6.45 0.67
C: -1.71 -5.71 1.56
N: -1.67 -4.43 1.27
H: 3.41 -2.46 2.18
H: 2.45 0.02 1.57
H: 1.59 -4.16 1.11
H: -3.44 -3.29 0.20
H: -4.95 -1.03 -0.13
H: -3.11 0.92 -0.64
H: -0.92 -4.62 -2.69
H: -0.07 -3.44 -5.00
H: 0.90 -1.02 -4.19
H: 0.29 -5.62 -1.02
H: -0.69 -7.50 0.69
H: -2.27 -6.06 2.40
O: 0.04 2.35 -3.62
C: 1.06 2.30 -2.98
O: 1.45 1.24 -2.30
C: 2.00 3.48 -2.91
C: 1.76 4.59 -3.69
C: 2.63 5.68 -3.64
C: 3.74 5.66 -2.81
C: 4.00 4.56 -2.02
C: 3.14 3.45 -2.06
S: 3.49 2.09 -1.11
H: 0.89 4.60 -4.33
H: 2.43 6.55 -4.25
H: 4.40 6.52 -2.76
H: 4.87 4.53 -1.37
O: 1.52 2.73 1.25
C: 0.45 2.22 1.54
O: -0.38 1.59 0.81
C: -0.04 2.34 3.02
N: -0.89 1.13 3.29
C: -1.96 1.54 4.24
C: -2.33 2.93 3.72
C: -1.00 3.53 3.21
H: 0.82 2.38 3.69
H: -0.35 0.32 3.60
H: -1.27 0.93 2.34
H: -1.53 1.59 5.24
H: -2.79 0.84 4.22
H: -2.77 3.54 4.51
H: -3.06 2.85 2.91
H: -0.59 4.25 3.92
H: -1.16 4.05 2.27

net charge	+2
spin multiplicity	6
energy above the lowest of the compared OMol25 structures with the same formula, charge and spin	0.926	eV
strongest force on any atom	1.16	eV/A
orbital gap (alpha / beta)	8.87 / 4.47	eV

Need the natural (NBO) charges? In units of e they are: atom 1 (Pt): 1.603, atom 2 (C): -0.305, atom 3 (C): -0.033, atom 4 (N): -0.340, atom 5 (N): -0.325, atom 6 (C): 0.055, atom 7 (B): 0.926, atom 8 (N): -0.332, atom 9 (C): 0.095, atom 10 (C): -0.305, atom 11 (C): -0.001, atom 12 (N): -0.330, atom 13 (N): -0.357, atom 14 (C): 0.016, atom 15 (C): -0.309, atom 16 (C): 0.006, atom 17 (N): -0.363, atom 18 (N): -0.409, atom 19 (C): -0.052, atom 20 (C): -0.321, atom 21 (C): -0.024, atom 22 (N): -0.304, atom 23 (H): 0.262, atom 24 (H): 0.240, atom 25 (H): 0.258, atom 26 (H): 0.274, atom 27 (H): 0.264, atom 28 (H): 0.247, atom 29 (H): 0.247, atom 30 (H): 0.259, atom 31 (H): 0.241, atom 32 (H): 0.228, atom 33 (H): 0.251, atom 34 (H): 0.228, atom 35 (O): -0.546, atom 36 (C): 0.741, atom 37 (O): -0.761, atom 38 (C): -0.056, atom 39 (C): -0.162, atom 40 (C): -0.083, atom 41 (C): -0.188, atom 42 (C): -0.140, atom 43 (C): -0.278, atom 44 (S): 0.714, atom 45 (H): 0.266, atom 46 (H): 0.249, atom 47 (H): 0.255, atom 48 (H): 0.247, atom 49 (O): -0.650, atom 50 (C): 0.780, atom 51 (O): -0.819, atom 52 (C): -0.164, atom 53 (N): -0.517, atom 54 (C): -0.225, atom 55 (C): -0.423, atom 56 (C): -0.416, atom 57 (H): 0.248, atom 58 (H): 0.440, atom 59 (H): 0.463, atom 60 (H): 0.228, atom 61 (H): 0.239, atom 62 (H): 0.258, atom 63 (H): 0.223, atom 64 (H): 0.247, atom 65 (H): 0.242

Entry 2:
This record from OMol25 describes an isolated ion of composition C8H12ClN2O and charge +1 in a non-equilibrium geometry. The level of theory is ωB97M-V with the def2-TZVPD basis set.

Positions of all 24 atoms, in Å:
C: 1.60 2.05 0.07
C: 1.69 0.53 -0.04
Cl: 3.32 -0.11 0.09
C: 0.58 -0.20 -0.15
C: 0.57 -1.84 -0.14
N: 1.69 -2.59 -0.14
N: -0.73 -2.20 0.00
C: -1.61 -1.10 -0.03
O: -2.76 -1.20 0.16
C: -0.84 0.24 -0.07
C: -1.40 0.92 -1.34
C: -1.29 0.90 1.31
H: 2.28 2.46 -0.68
H: 0.54 2.12 -0.22
H: 1.92 2.49 1.01
H: 2.54 -1.98 0.01
H: 1.64 -3.51 0.31
H: -0.94 -3.16 -0.11
H: -1.11 0.30 -2.19
H: -1.05 1.97 -1.65
H: -2.50 0.79 -1.17
H: -2.26 1.39 1.37
H: -0.67 1.66 1.72
H: -1.23 0.07 1.91

net charge	+1
energy above the lowest of the compared OMol25 structures with the same formula, charge and spin	0.473	eV
strongest force on any atom	3.92	eV/A
SMILES string	C/C(Cl)=C1/C(=[NH2+])NC(=O)C1(C)C
orbital gap	9.51	eV

Need the natural (NBO) charges? In units of e they are: atom 1 (C): -0.662, atom 2 (C): 0.121, atom 3 (Cl): 0.059, atom 4 (C): -0.136, atom 5 (C): 0.586, atom 6 (N): -0.732, atom 7 (N): -0.590, atom 8 (C): 0.715, atom 9 (O): -0.464, atom 10 (C): -0.164, atom 11 (C): -0.614, atom 12 (C): -0.585, atom 13 (H): 0.255, atom 14 (H): 0.237, atom 15 (H): 0.264, atom 16 (H): 0.435, atom 17 (H): 0.432, atom 18 (H): 0.444, atom 19 (H): 0.215, atom 20 (H): 0.247, atom 21 (H): 0.253, atom 22 (H): 0.254, atom 23 (H): 0.227, atom 24 (H): 0.205

Entry 3:
This record from OMol25 describes one molecule with the formula C6H7N in a non-equilibrium geometry. The level of theory is ωB97M-V with the def2-TZVPD basis set.

Positions of all 14 atoms, in Å:
N: 2.26 -0.10 -0.18
C: 0.87 -0.07 -0.01
C: 0.14 -1.23 0.05
C: -1.23 -1.18 0.06
C: -1.79 -0.01 0.07
C: -1.07 1.17 -0.13
C: 0.31 1.21 0.09
H: 2.68 -0.88 0.37
H: 2.47 0.84 0.07
H: 0.73 -2.11 -0.07
H: -1.83 -2.06 -0.38
H: -2.85 0.31 -0.12
H: -1.60 2.12 -0.30
H: 0.92 1.99 0.48

net charge	0
energy above the lowest of the compared OMol25 structures with the same formula, charge and spin	1.671	eV
strongest force on any atom	7.56	eV/A
SMILES string	Nc1ccccc1
orbital gap	9.32	eV

Need the natural (NBO) charges? In units of e they are: atom 1 (N): -0.798, atom 2 (C): 0.175, atom 3 (C): -0.276, atom 4 (C): -0.190, atom 5 (C): -0.273, atom 6 (C): -0.152, atom 7 (C): -0.285, atom 8 (H): 0.375, atom 9 (H): 0.367, atom 10 (H): 0.206, atom 11 (H): 0.224, atom 12 (H): 0.214, atom 13 (H): 0.204, atom 14 (H): 0.211

Entry 4:
This record from OMol25 describes C7H10 as an isolated structure. The level of theory is ωB97M-V with the def2-TZVPD basis set.

Positions of all 17 atoms, in Å:
C: -1.73 -0.53 -0.04
C: -1.82 0.91 -0.47
C: -0.49 0.32 -0.13
C: 0.81 -0.86 -1.00
C: 1.48 -0.99 0.21
C: 1.86 0.35 0.74
C: 0.44 0.84 0.78
H: -1.94 -1.32 -0.76
H: -2.06 -0.76 0.98
H: -2.03 1.09 -1.53
H: -2.25 1.66 0.20
H: 0.25 -1.69 -1.42
H: 1.20 -0.16 -1.74
H: 1.29 -1.81 0.89
H: 2.51 0.94 0.07
H: 2.33 0.35 1.73
H: 0.15 1.64 1.46

net charge	0
energy above the lowest of the compared OMol25 structures with the same formula, charge and spin	5.146	eV
strongest force on any atom	0.25	eV/A
orbital gap (alpha / beta)	7.52 / 7.52	eV

Need the natural (NBO) charges? In units of e they are: atom 1 (C): -0.416, atom 2 (C): -0.460, atom 3 (C): -0.015, atom 4 (C): -0.407, atom 5 (C): -0.209, atom 6 (C): -0.477, atom 7 (C): -0.119, atom 8 (H): 0.207, atom 9 (H): 0.215, atom 10 (H): 0.222, atom 11 (H): 0.215, atom 12 (H): 0.212, atom 13 (H): 0.211, atom 14 (H): 0.210, atom 15 (H): 0.190, atom 16 (H): 0.227, atom 17 (H): 0.195

Entry 5:
This record from OMol25 describes one molecule with the formula C4H4N2OS in a non-equilibrium geometry. The level of theory is ωB97M-V with the def2-TZVPD basis set.

Positions of all 12 atoms, in Å:
O: 0.21 2.56 0.47
C: -0.03 1.23 0.29
C: -1.22 0.52 0.65
N: -1.18 -0.74 0.27
N: 0.06 -0.86 -0.23
C: 0.49 -2.01 -0.74
S: 1.98 -2.24 -1.39
C: 0.80 0.29 -0.19
H: -0.52 3.02 0.87
H: -2.16 0.78 1.20
H: -0.23 -2.84 -0.59
H: 1.79 0.30 -0.60

net charge	0
energy above the lowest of the compared OMol25 structures with the same formula, charge and spin	1.518	eV
strongest force on any atom	2.28	eV/A
SMILES string	Oc1cnn(C=S)c1
orbital gap	8.51	eV

Need the natural (NBO) charges? In units of e they are: atom 1 (O): -0.659, atom 2 (C): 0.224, atom 3 (C): -0.080, atom 4 (N): -0.224, atom 5 (N): -0.231, atom 6 (C): -0.052, atom 7 (S): -0.064, atom 8 (C): -0.110, atom 9 (H): 0.490, atom 10 (H): 0.222, atom 11 (H): 0.226, atom 12 (H): 0.259